Molecular formula: C4H11NO
Method: DFT, the ωB97M-V functional and the def2-TZVPD basis

Results
* calculated total energy: -288.92080 hartree
* energy relative to the best compared isomer or geometry (same formula, charge and spin): 60.4 kcal per mole

Element x y z (Å)
H  1.7574  -2.5089  -0.5637
C  -1.5398  0.7253  -0.5597
H  0.0105  -1.2029  -1.7209
H  -2.4574  1.0025  -0.0416
H  -0.8028  -0.3625  0.9395
O  0.6845  0.9153  1.4975
H  -0.0157  2.8223  1.4832
H  1.3482  2.4129  0.3001
C  0.9424  -2.0781  0.0239
H  1.3388  -1.7509  0.9850
C  0.5699  2.0351  0.9852
N  -0.9994  -0.4634  -0.0543
C  0.3399  -0.9068  -0.7208
H  -0.7237  1.6426  -0.2482
H  1.0720  -0.0996  -0.8618
H  -1.7090  0.6575  -1.6325
H  0.1843  -2.8406  0.1890